# 1
ORCA calculation (the ωB97M-V functional and the def2-TZVPD basis) on a 4-piece molecular cluster, C4H11BrOSi overall at a distorted geometry.

The geometry in XYZ format:
```
18
Properties=species:S:1:pos:R:3
Br 2.49706 -0.61520 0.83153
Si 0.13527 1.54880 -0.52872
O 0.80539 1.03292 -1.77468
C 2.61898 -0.94399 -1.11618
C 0.66057 3.17843 0.40566
C -1.57470 0.98571 0.08474
C 2.45595 -2.12179 -1.61635
H -1.65330 -0.05065 0.36468
H 2.60206 -0.04178 -1.65446
H -1.62116 -2.87823 1.21334
H 0.39489 3.32173 1.43588
H -2.27155 1.20512 -0.74400
H -1.27376 -3.22877 1.93957
H 2.57811 -2.17566 -2.63253
H -1.77224 1.53390 1.00617
H 1.69376 2.91823 0.48218
H 2.70922 -3.03880 -1.16185
H 0.55181 4.09052 -0.18254
```

The total energy is -3097.67310 hartree.

Here are the Löwdin charges for atoms 1 to 2, given in e: atom 1 (Br): 0.581, atom 2 (Si): 0.535

# 2
ORCA calculation (the ωB97M-V functional and the def2-TZVPD basis) on C37H20BrF5N3OPtS as an isolated structure.

The geometry in XYZ format:
```
69
Properties=species:S:1:pos:R:3
Pt 0.10188 0.04240 -0.16964
Br -2.29045 6.95756 1.07892
S 2.04922 1.33195 -0.11942
F 2.43004 2.13863 -2.97000
F 6.00165 -1.62402 -1.40139
F 4.13206 -0.77804 0.32813
F 6.09328 -0.60103 -3.90908
F 4.31174 1.28330 -4.68417
O -0.85118 1.53000 -1.08517
N -0.01713 0.94094 1.71276
N 1.06482 -1.38386 0.90465
N -1.87961 -0.83904 -0.27852
C -1.10928 2.67963 -0.50414
C -1.62622 3.67649 -1.35854
C 1.46961 -0.34842 4.90637
C -4.54784 -0.81279 -1.04151
C -1.26089 -1.69652 -3.75377
C -2.85433 -0.79067 0.69036
C -1.81454 5.23988 0.46152
C 3.30919 1.23771 -2.55219
C -1.97340 4.91673 -0.89472
C -3.56760 -0.97572 -1.96764
C -3.49071 -0.79634 3.01381
C -1.30819 4.30823 1.31752
C -4.21715 -0.73990 0.33167
C -0.15448 -1.99208 -4.53115
C -2.51609 -0.85844 2.05615
C 0.65950 0.17987 2.69312
C -0.94856 3.01108 0.87126
C 4.26752 0.79918 -3.44897
C 4.16978 -0.23213 -0.89107
C -1.09571 -1.14526 -2.48684
C 5.13188 -0.68921 -1.77155
C -0.40200 2.16182 1.88063
C 2.27374 -3.39993 1.27328
C 1.28211 -1.19860 -2.76427
C 2.46096 -3.08031 2.58632
C -5.20166 -0.65482 1.34071
C 1.11394 -1.76022 -4.02647
C -4.84752 -0.66580 2.65927
C 0.18609 -0.85370 -1.99230
C 2.04822 -1.50346 4.46192
C 0.76225 0.49144 4.02454
C -2.21762 -0.97623 -1.55541
C 5.17956 -0.16787 -3.05591
C 1.23150 -1.03308 2.22371
C 1.55882 -2.51491 0.45141
C 1.92711 -1.87700 3.10391
C 3.23724 0.73410 -1.25576
H 3.00835 -3.74094 3.24659
H 0.29875 1.38658 4.41573
H 1.98523 -2.01730 -4.61532
H -5.60362 -0.60810 3.42973
H -1.17439 4.55336 2.36356
H 2.28715 -1.03716 -2.40341
H 1.54738 -0.06722 5.94734
H -1.73418 3.42416 -2.40426
H 2.66378 -4.31178 0.84630
H -2.24840 -1.92819 -4.12997
H -0.28194 -2.42159 -5.51514
H 1.39217 -2.72809 -0.59557
H -5.58783 -0.76053 -1.33917
H -0.29227 2.61134 2.86484
H -2.36230 5.65959 -1.57820
H 2.58995 -2.15102 5.13823
H -3.21646 -0.86558 4.05860
H -6.24199 -0.59876 1.04635
H -1.48858 -1.01573 2.33913
H -3.80239 -1.05457 -3.01768
```

The total energy is -5252.17635 hartree. Its charge is +1.

Here are the Löwdin charges for atoms 1 to 2, given in e: atom 1 (Pt): 1.349, atom 2 (Br): 0.769

Question: What is the formula in the first record?
Answer: C4H11BrOSi